ORCA calculation (ωB97M-V with the def2-TZVPD basis set) on a structure of composition C25H40N7SSeSiTc at a distorted geometry.

As for the spin multiplicity: 2. The calculation puts the LUMO energy (spin up / spin down) at -8.32 / -8.41 eV. For the total energy, the calculation gives -123241.87978 eV. The charge is +3. Its expectation value of S² is 0.77. As for the frontier orbital gap (spin up / spin down): 6.98 / 6.52 eV. The HOMO energy (spin up / spin down) comes out at -0.562 / -0.549 hartree. The max |F| is 1.39 eV/A.

Last column: Löwdin charge in e.
Atoms and positions in Å:
1 Tc 1.10692 1.50223 -0.49918  1.03
2 C -2.92546 1.76315 1.15989  0.02
3 C -1.46522 1.60968 0.88325  -0.28
4 N -0.92967 1.81852 -0.27269  -0.09
5 C -1.66611 2.27805 -1.44507  -0.15
6 C -0.87851 1.91328 -2.70652  -0.16
7 N 0.60441 2.06553 -2.56267  -0.18
8 C 1.14850 3.41262 -2.88879  -0.16
9 C 1.12018 4.30527 -1.66611  -0.17
10 N 1.78697 3.61955 -0.53311  -0.14
11 C 3.28772 3.68417 -0.56675  -0.12
12 C 3.93105 2.28834 -0.42609  -0.15
13 N 2.98556 1.49604 0.35451  -0.11
14 C 3.11720 1.23010 1.61290  -0.25
15 C 4.38073 1.37072 2.39838  0.02
16 C 1.83343 0.93518 2.27016  -0.19
17 C 1.61323 0.60074 3.59892  0.03
18 C 0.31108 0.56277 4.07582  -0.01
19 C -0.74757 0.88906 3.23755  0.03
20 C -0.49080 1.21178 1.91333  -0.20
21 N 0.78638 1.19998 1.45278  -0.04
22 H -3.27119 2.75845 0.87593  0.11
23 H -3.16364 1.61366 2.20827  0.08
24 H -3.49684 1.03333 0.58017  0.10
25 H -1.82249 3.35619 -1.36195  0.13
26 H -2.65470 1.81706 -1.50125  0.13
27 H -1.23645 2.50129 -3.55364  0.13
28 H -1.05006 0.85976 -2.92845  0.10
29 H 1.00864 1.40803 -3.22385  0.11
30 H 0.59874 3.87481 -3.71131  0.14
31 H 2.17666 3.26846 -3.22598  0.13
32 H 0.09372 4.50724 -1.36120  0.12
33 H 1.58684 5.26768 -1.88881  0.14
34 H 1.48676 4.08606 0.31556  0.13
35 H 3.62201 4.32261 0.25024  0.13
36 H 3.61234 4.15590 -1.49334  0.13
37 H 4.91220 2.37438 0.03975  0.12
38 H 4.05503 1.81261 -1.39952  0.12
39 H 5.25617 1.14471 1.79368  0.09
40 H 4.37919 0.69987 3.25480  0.09
41 H 4.48650 2.38683 2.78741  0.12
42 H 2.44233 0.39036 4.25978  0.13
43 H 0.12105 0.30536 5.10856  0.13
44 H -1.75734 0.89930 3.62163  0.12
45 N -1.34149 -2.27735 -2.76051  0.12
46 C -1.92686 -2.13002 -1.57369  -0.67
47 S -0.96510 -1.62056 -0.20376  0.56
48 N -3.22177 -2.37792 -1.47358  0.10
49 C -4.15562 -2.42536 -0.38171  -0.22
50 C -3.83797 -2.22646 0.95561  -0.06
51 C -4.84842 -2.30961 1.90598  -0.06
52 C -6.15384 -2.59085 1.53776  -0.05
53 C -6.45962 -2.79103 0.19911  -0.04
54 C -5.46477 -2.70780 -0.75820  -0.01
55 H -0.38652 -1.96169 -2.87131  0.02
56 H -1.86170 -2.53627 -3.58526  0.14
57 H -3.66475 -2.65552 -2.34169  0.16
58 H -2.82830 -2.04170 1.28387  0.04
59 H -4.60239 -2.16643 2.94970  0.12
60 H -6.92675 -2.66899 2.28948  0.12
61 H -7.47258 -3.01795 -0.10312  0.13
62 H -5.71275 -2.86519 -1.80253  0.12
63 C 0.74970 -4.67214 0.21212  -0.18
64 Si 2.32750 -3.80655 -0.10137  0.77
65 C 3.07110 -3.84855 -1.77172  -0.18
66 C 3.22576 -3.05337 1.30346  -0.17
67 Se 0.97107 -0.88155 -1.05206  0.35
68 H 0.95864 -5.63282 0.69798  0.07
69 H 0.20900 -4.87559 -0.71212  0.05
70 H 0.12010 -4.09456 0.88957  0.02
71 H 3.40233 -4.86625 -2.00839  0.07
72 H 3.93047 -3.18403 -1.84955  0.05
73 H 2.32574 -3.57319 -2.51913  0.04
74 H 3.75974 -3.83226 1.86056  0.06
75 H 2.52500 -2.58115 1.99336  0.04
76 H 3.95955 -2.32797 0.95421  0.04